Computed, not measured: 7 unconnected molecules or ions with the total composition C31H62F9IN6O13P2S, with ωB97M-V/def2-TZVPD.

```
125
C31H62F9IN6O13P2S ωB97M-V/def2-TZVPD
C 2.574 -0.580 1.867
C 3.559 -1.739 1.659
C 4.518 -1.520 0.473
I 6.308 -2.614 0.922
C 3.929 -1.652 -0.915
P 5.076 -0.706 -2.226
P 7.219 -0.739 -1.918
O 7.774 0.072 -3.013
O 7.636 -0.040 -0.534
O 7.861 -2.196 -1.951
O 2.720 -0.847 -1.097
C 2.383 -1.065 -2.430
O 1.669 -0.309 -3.077
O 2.963 -2.215 -2.879
C 3.367 -2.936 -1.625
C 4.304 -4.009 -2.160
C 4.818 -5.131 -1.235
C 4.153 -5.363 0.110
O 5.137 -5.864 1.009
C 1.971 -3.543 -1.267
C 1.292 -3.204 0.064
C -0.216 -3.315 -0.102
F -0.719 -2.438 -0.979
F -0.446 -4.552 -0.651
C -1.014 -3.351 1.235
F -2.138 -4.056 1.022
F -0.346 -4.009 2.186
S -1.573 -1.672 1.926
F -0.633 -1.816 3.193
F -0.431 -0.896 1.189
F -2.566 -1.482 0.725
F -2.718 -2.401 2.752
F -2.088 -0.297 2.509
H 1.567 -0.812 1.562
H 2.905 0.330 1.404
H 2.520 -0.356 2.926
H 4.211 -1.741 2.525
H 3.100 -2.723 1.656
H 4.808 -0.475 0.569
H 4.773 0.645 -1.947
H 7.776 0.887 -0.758
H 7.700 -2.570 -2.823
H 5.140 -3.547 -2.676
H 3.710 -4.472 -2.943
H 5.876 -4.989 -1.046
H 4.772 -6.064 -1.787
H 3.410 -6.157 0.005
H 3.672 -4.486 0.537
H 4.814 -5.767 1.904
H 2.096 -4.621 -1.297
H 1.283 -3.355 -2.077
H 1.483 -2.218 0.466
H 1.560 -3.943 0.808
C 0.757 3.268 -6.824
N 1.729 3.864 -5.927
C 2.637 3.235 -5.132
C 2.662 1.727 -5.163
O 3.393 3.884 -4.426
H 0.936 3.618 -7.843
H -0.249 3.570 -6.527
H 0.820 2.186 -6.806
H 1.764 4.868 -5.859
H 3.429 1.376 -4.482
H 1.704 1.324 -4.843
H 2.898 1.368 -6.166
C -1.529 4.131 2.558
N -0.470 3.290 2.001
C 0.194 2.233 2.532
C -0.147 1.797 3.930
O 1.051 1.654 1.873
H -2.400 4.074 1.902
H -1.168 5.163 2.573
H -1.854 3.853 3.567
H -0.156 3.505 1.068
H 0.479 0.946 4.188
H 0.040 2.601 4.641
H -1.190 1.501 3.992
C -5.930 1.144 -2.509
N -5.618 2.176 -1.529
C -4.785 2.099 -0.460
C -4.073 0.787 -0.225
O -4.627 3.061 0.277
H -5.652 1.499 -3.503
H -6.996 0.945 -2.503
H -5.398 0.222 -2.301
H -6.059 3.076 -1.628
H -3.451 0.885 0.657
H -4.794 -0.014 -0.059
H -3.438 0.538 -1.076
C -5.709 0.873 5.804
N -4.538 1.471 5.191
C -3.868 2.585 5.570
C -4.371 3.330 6.781
O -2.888 2.959 4.937
H -5.477 -0.147 6.115
H -6.522 0.837 5.078
H -6.032 1.440 6.669
H -4.150 1.025 4.374
H -3.732 4.190 6.950
H -5.391 3.679 6.618
H -4.340 2.691 7.664
C 5.997 4.311 0.027
N 5.590 2.949 0.323
C 5.612 2.302 1.515
C 6.119 3.059 2.716
O 5.228 1.144 1.595
H 5.149 4.864 -0.378
H 6.791 4.302 -0.720
H 6.355 4.815 0.918
H 5.235 2.385 -0.434
H 6.071 2.408 3.582
H 7.154 3.367 2.565
H 5.499 3.937 2.903
C -11.228 -2.549 -2.345
N -10.116 -2.069 -3.146
C -9.290 -1.019 -2.900
C -9.541 -0.231 -1.633
O -8.395 -0.748 -3.686
H -11.046 -3.584 -2.051
H -12.145 -2.513 -2.934
H -11.358 -1.947 -1.453
H -9.901 -2.554 -4.002
H -8.817 0.572 -1.563
H -10.540 0.204 -1.647
H -9.433 -0.872 -0.757
```

The electronic energy comes out at -4802.4989 a.u. The value obtained for the molecular weight is 1118.8 u. Its SMILES is CC[C@@H](I)[C@]1(PP(=O)(O)O)OC(=O)O[C@]1(CCCO)CCC(F)(F)C(F)(F)S(F)(F)(F)(F)F.CNC(C)=O.CNC(C)=O.CNC(C)=O.CNC(C)=O.CNC(C)=O.CNC(C)=O. The orbital gap comes out at 0.32945 Ha. As for the HOMO energy: -8.68 eV.

Atomic partial charges in e from the Mulliken method, atoms 1 to 99: -0.399 -1.273 -1.447 0.094 1.734 -0.214 1.022 -0.749 -0.454 -0.475 -0.516 -0.057 -0.591 -0.493 2.160 -2.045 -0.848 0.146 -0.574 -1.933 0.341 0.799 -0.226 -0.402 0.374 -0.280 -0.280 1.539 -0.374 -0.393 -0.361 -0.393 -0.389 -0.106 0.173 0.590 1.000 0.301 0.787 -0.020 0.304 0.363 0.275 0.531 0.426 0.319 0.297 -0.029 0.368 0.572 0.790 -0.822 0.783 -0.815 -0.161 0.707 -0.930 -0.676 0.282 0.271 0.330 0.232 0.000 0.410 0.407 -0.609 -0.166 0.592 -0.810 -0.523 0.211 0.319 0.236 0.259 0.102 0.518 -0.031 -0.522 -0.116 0.465 -0.691 -0.691 0.258 -0.003 0.258 0.240 -0.057 0.418 0.395 -0.958 -0.050 0.874 -1.520 -0.600 0.297 0.304 0.368 0.095 0.295

=====

Computed, not measured: 2 unconnected molecules or ions with the total composition C4H13N2, with ωB97M-V/def2-TZVPD.

```
19
C4H13N2 ωB97M-V/def2-TZVPD
C 2.216 -0.005 2.295
N 1.272 -0.505 1.464
H 2.001 0.907 2.842
H 3.180 -0.502 2.392
H 1.544 -1.124 0.720
H 0.461 0.036 1.239
C -0.259 -0.547 -1.019
C -1.370 0.513 -0.993
C -1.467 1.267 0.329
N -0.337 -1.414 -2.200
H -0.416 -1.225 -0.165
H 0.738 -0.090 -0.920
H -2.349 0.065 -1.162
H -1.217 1.221 -1.814
H -0.564 1.862 0.504
H -1.502 0.544 1.161
H -2.300 1.968 0.399
H 0.374 -2.135 -2.103
H -0.008 -0.834 -2.968
```

The electronic energy comes out at -269.6276 a.u. The value obtained for the molecular weight is 89.2 u. As for the spin multiplicity: 2. The orbital gap (alpha / beta) comes out at 0.25439 / 0.38951 Ha. Its expectation value of S² is 0.753. The energy above the lowest of the compared OMol25 structures with the same formula, charge and spin is 0.341 eV. As for the HOMO energy (alpha / beta): -6.01 / -9.71 eV.

The net atomic charges from Mulliken, expressed in e, are: -0.696 -0.365 0.277 0.286 0.241 0.202 -0.829 -0.071 -1.443 -0.713 0.531 0.380 0.291 0.308 0.332 0.407 0.353 0.268 0.240